No. 1
DFT (the ωB97M-V functional and the def2-TZVPD basis) results for a molecular structure, C19H29N3O2Tl in a non-equilibrium geometry.

Each line ends with the Löwdin charge.
Element x y z (Å)
C 2.10230 -0.55901 2.01174  -0.142
C 1.89673 -2.14961 2.38143  -0.229
C 0.47998 -2.49363 3.14484  -0.150
C -0.35289 -3.69934 2.38882  -0.139
O -1.64206 -3.25016 1.79283  -0.064
C -1.33543 -2.81162 0.39272  0.104
C -1.19945 -3.97241 -0.75678  0.130
C -0.84814 -3.50486 -2.28829  0.131
C -0.62764 -1.87998 -2.61783  0.129
C -0.29442 -1.52380 -4.19372  -0.128
C 1.04617 -0.60757 -4.41785  -0.239
C 2.45293 -1.31404 -3.94414  -0.128
C -0.74737 -0.74366 -1.40453  -0.047
N -0.48913 0.68754 -1.78118  0.150
C -0.61247 1.63839 -0.62462  -0.020
C -0.29257 3.24075 -0.93595  -0.184
N -1.51795 4.12649 -0.89850  -0.092
C -0.94492 5.55555 -1.00351  -0.170
C -1.03784 1.13044 0.86134  -0.031
C -1.18383 2.31467 2.03330  -0.090
C -1.41854 1.59630 3.52477  -0.235
O -0.18313 1.04610 4.10357  -0.138
N -1.31559 -0.27749 1.30826  0.182
C -1.12767 -1.17520 0.11731  -0.018
H 1.97056 0.15834 2.92682  0.077
H 3.23228 -0.42271 1.65112  0.100
H 1.41614 -0.19708 1.11338  0.045
H 2.03113 -2.74069 1.35347  0.112
H 2.84325 -2.45504 3.04004  0.138
H 0.77071 -2.89798 4.22978  0.148
H -0.14296 -1.51640 3.33004  0.092
H -0.52993 -4.55709 3.19174  0.171
H 0.38798 -4.16505 1.58651  0.138
H -1.37052 -5.10496 -0.47987  0.165
H -0.74460 -4.31204 -3.16106  0.162
H -1.23525 -1.03573 -4.69490  0.170
H -0.10010 -2.54424 -4.78171  0.148
H 0.98645 0.47425 -3.95935  0.104
H 1.14388 -0.44626 -5.59649  0.147
H 2.67932 -1.16298 -2.80334  0.078
H 3.31962 -0.73378 -4.52463  0.110
H 2.56486 -2.44360 -4.27842  0.099
H 0.59830 3.61164 -0.25483  0.116
H 0.12410 3.30072 -2.05256  0.159
H -1.99612 4.12676 0.02888  0.087
H -0.14185 5.65789 -0.12636  -0.269
H -1.76416 6.38093 -0.75692  0.139
H -0.39575 5.75353 -2.02080  0.139
H -2.17328 2.96015 1.86162  0.142
H -0.23195 2.99153 2.10586  0.116
H -2.29324 0.80528 3.51068  0.139
H -1.78972 2.46125 4.25855  0.146
H -0.47297 0.28386 4.71863  0.132
Tl 0.50676 6.39564 1.39009  1.165

Atoms 1-2, force components in eV/Å:
1.00 0.06 -0.31
0.75 0.70 -0.46

Values from the calculation:
multiplicity: 1
highest occupied orbital energy: -17.80 eV
charge: +3

=====

No. 2
DFT (the ωB97M-V functional and the def2-TZVPD basis) results for a single C19H29N5O2S molecule in a non-equilibrium geometry.

Each line ends with the Löwdin charge.
Element x y z (Å)
C -0.13979 -0.19749 3.26000  -0.062
C -0.05190 1.15780 2.61698  -0.354
C 0.74275 1.35648 1.57115  -0.064
C 0.93131 2.62374 0.78205  -0.167
N 0.28210 2.68136 -0.51945  -0.140
C -1.15569 2.80909 -0.51115  -0.139
H -1.45130 3.44225 0.32676  0.121
C -1.89384 1.46686 -0.42913  -0.147
N -1.48410 0.65331 -1.56321  -0.174
C -0.04488 0.41839 -1.51613  -0.117
H 0.23878 -0.18454 -2.38174  0.129
C 0.74981 1.73786 -1.52300  -0.263
C 0.82688 2.46464 -2.89636  -0.110
H 1.84077 2.35715 -3.28599  0.108
H 0.66100 3.52555 -2.70373  0.115
C -0.11810 2.03096 -4.02529  -0.285
O -1.47326 2.29180 -3.79091  -0.090
H -1.71869 1.77135 -2.99950  0.040
H 0.03498 0.96594 -4.25723  0.106
H 0.14419 2.60396 -4.92076  0.114
H 1.77452 1.46963 -1.24650  0.141
H 0.23423 -0.14167 -0.61265  0.097
C -2.25614 -0.57397 -1.70872  -0.095
C -2.09302 -1.53074 -0.57016  -0.244
C -2.73997 -1.63517 0.63039  -0.012
C -2.07051 -2.64020 1.36533  -0.058
C -1.05891 -3.06276 0.55564  -0.610
O -1.07357 -2.41195 -0.61991  0.030
S 0.18992 -4.26635 0.80108  1.066
C 1.56152 -3.19793 0.67250  -0.607
N 1.53502 -1.89282 0.63949  0.017
N 2.80340 -1.46975 0.52328  0.029
C 3.57603 -2.51127 0.49233  -0.152
N 2.84384 -3.65653 0.58075  -0.109
C 3.28144 -5.02115 0.59971  -0.035
H 3.17728 -5.43974 1.60311  0.098
H 2.67243 -5.61135 -0.08671  0.087
H 4.32537 -5.06628 0.29539  0.096
H 4.64210 -2.48844 0.40657  0.121
H -2.29334 -2.99726 2.34917  0.111
H -3.59025 -1.06837 0.95004  0.115
H -3.30997 -0.29703 -1.79957  0.135
H -1.93433 -1.06183 -2.63323  0.137
H -2.97238 1.63584 -0.49421  0.129
H -1.66634 0.97139 0.52548  0.106
H -1.45103 3.30801 -1.44045  0.117
H 2.00297 2.76013 0.59927  0.121
H 0.57878 3.49412 1.34113  0.106
H 1.32840 0.52113 1.21329  0.072
C -0.93370 2.18968 3.25825  -0.057
H -1.98121 1.97239 3.04306  0.081
H -0.80744 2.16327 4.34018  0.079
H -0.71614 3.19446 2.90963  0.061
H -1.17981 -0.51732 3.32767  0.071
H 0.41607 -0.93214 2.68364  0.051
H 0.26373 -0.16448 4.27238  0.080

Atoms 1-2, force components in eV/Å:
0.15 0.06 -0.14
0.00 -0.12 0.24

Values from the calculation:
multiplicity: 1
highest occupied orbital energy: -7.63 eV
structure (SMILES): CC(C)=CCN1CCN(Cc2ccc(Sc3nncn3C)o2)C[C@H]1CCO

=====

No. 3
DFT (the ωB97M-V functional and the def2-TZVPD basis) results for a single C19H29NO5S2 molecule in a non-equilibrium geometry.

Each line ends with the Löwdin charge.
Element x y z (Å)
C -3.81747 -4.20620 -0.37701  -0.058
C -2.31192 -4.20291 -0.59744  -0.208
H -1.81307 -4.77169 0.19396  0.122
H -2.05461 -4.61744 -1.57443  0.124
O -1.79108 -2.87236 -0.61021  -0.010
C -1.54558 -2.30462 0.57643  -0.456
O -1.70087 -2.87313 1.62549  0.128
C -1.08750 -0.85583 0.41859  -0.333
C 0.01780 -0.76902 -0.64468  -0.096
C 1.32494 -1.38213 -0.14096  -0.165
N 1.73685 -0.83805 1.13407  -0.237
S 2.39983 0.69538 1.03639  0.620
O 1.76075 1.54396 0.06525  -0.284
O 2.55495 1.19738 2.36619  -0.277
C 3.99735 0.28556 0.38964  -0.613
C 4.56455 0.69870 -0.77463  -0.101
C 5.86875 0.17510 -0.96775  -0.376
C 6.23879 -0.62483 0.07151  -0.351
S 5.02746 -0.74994 1.29050  1.056
H 7.16594 -1.14957 0.19185  0.073
C 6.71081 0.47669 -2.16245  -0.047
H 6.90019 1.54689 -2.22712  0.084
H 6.19759 0.17142 -3.07285  0.082
H 7.66149 -0.04532 -2.10182  0.077
H 4.06126 1.35668 -1.45925  0.125
C 0.73199 -0.99521 2.16779  -0.168
C -0.58299 -0.33284 1.76868  -0.086
H -1.33746 -0.52082 2.53250  0.137
H -0.41845 0.74148 1.70265  0.116
H 1.13457 -0.53111 3.06827  0.118
H 0.59330 -2.06491 2.34452  0.130
H 2.13080 -1.18650 -0.85344  0.122
H 1.22292 -2.46565 -0.01700  0.138
H -0.30136 -1.27955 -1.55408  0.128
H 0.21118 0.27701 -0.87768  0.096
C -2.34272 -0.08061 -0.04278  -0.048
C -2.17886 1.44224 -0.08523  -0.341
C -3.10633 2.08261 -1.12675  -0.139
C -2.94276 3.60132 -1.08672  -0.197
C -3.18187 4.09805 0.33728  -0.172
H -2.98020 5.16691 0.41460  0.112
C -2.27114 3.33087 1.29640  -0.203
O -2.47970 1.94099 1.20609  -0.112
H -2.48191 3.59440 2.33508  0.126
H -1.21745 3.56471 1.07529  0.131
H -4.22187 3.91845 0.61700  0.116
H -3.64040 4.07669 -1.77906  0.108
H -1.92709 3.86163 -1.39540  0.115
H -2.86384 1.69983 -2.11907  0.119
H -4.13867 1.81607 -0.89053  0.127
H -1.14214 1.71863 -0.33864  0.143
H -2.62237 -0.44293 -1.03350  0.128
H -3.16184 -0.29062 0.64855  0.146
H -4.31017 -3.60071 -1.13396  0.078
H -4.19262 -5.22384 -0.43530  0.077
H -4.04774 -3.80130 0.60517  0.076

Atoms 1-2, force components in eV/Å:
0.38 0.17 -0.02
-0.24 -0.45 0.17

Values from the calculation:
multiplicity: 1
highest occupied orbital energy: -9.01 eV
structure (SMILES): CCOC(=O)C1(C[C@H]2CCCCO2)CCN(S(=O)(=O)c2cc(C)cs2)CC1

=====

No. 4
DFT (the ωB97M-V functional and the def2-TZVPD basis) results for a molecular structure, C19H30As2LaN2S6 in a non-equilibrium geometry.

Each line ends with the Löwdin charge.
Element x y z (Å)
La 1.03848 0.20815 -0.05015  1.260
C 3.31046 0.94901 2.43431  -0.197
C 2.16880 0.75631 3.37040  -0.172
N 0.91535 0.41246 2.59989  -0.187
C 0.16721 -0.72323 3.19087  -0.288
C 0.94133 -2.02332 3.20303  -0.433
S 1.19806 -2.59780 1.51800  0.826
C 2.94707 -2.58830 1.27715  -0.498
C 3.94816 -1.39431 1.62223  -0.219
N 3.45657 -0.05046 1.27666  -0.130
H 4.22130 1.00159 2.99694  0.126
H 3.28064 1.86927 1.85924  0.031
H 1.92200 1.65890 4.09524  0.175
H 2.42389 -0.08505 4.08481  0.121
H 0.28785 1.23056 2.76603  0.100
H -0.72331 -0.82086 2.55039  0.072
H -0.07004 -0.49927 4.21031  0.123
H 0.30048 -2.81745 3.66278  0.102
H 1.88880 -1.98626 3.73193  0.078
H 3.13491 -2.66941 0.20445  0.072
H 3.37933 -3.51102 1.66744  0.082
H 4.83351 -1.74183 1.10782  0.119
H 4.17441 -1.45652 2.70538  0.122
H 4.24965 0.32598 0.78079  0.108
S 3.53096 4.97602 2.85611  0.573
C 2.66044 4.25511 1.64968  -1.522
S 3.46239 3.66182 0.17768  0.867
C 1.97394 2.81854 -0.45257  -1.232
C 0.78708 3.08665 0.21719  -1.124
S -0.73624 2.26063 -0.02777  0.442
S 0.97652 4.07082 1.74109  0.882
S 2.23918 1.91293 -1.91926  0.431
C -2.42229 -3.00100 -1.04838  -0.280
As -2.02529 -1.28179 -0.16191  1.034
C -3.22472 -1.40180 1.37016  -0.322
C -2.94450 0.02787 -1.32788  -0.481
C -3.97921 0.84152 -0.92984  -0.110
C -4.55635 1.79886 -1.86187  -0.065
C -4.04047 1.95497 -3.10077  -0.078
C -2.92360 1.19552 -3.47368  -0.116
C -2.46172 0.23474 -2.62128  -0.455
As -0.71857 -0.51659 -3.17614  1.100
C -1.31260 -1.75041 -4.58441  -0.313
C 0.07342 0.92750 -4.30405  -0.341
H -2.23410 -3.10778 -2.16298  0.028
H -3.45951 -3.26267 -0.78279  0.039
H -1.73320 -3.68895 -0.58313  0.003
H -4.29853 -1.41549 1.09464  0.047
H -3.15306 -0.57526 2.07776  0.025
H -2.95756 -2.28251 1.95558  0.027
H -4.43387 0.83736 0.06859  0.099
H -5.37813 2.47299 -1.37814  0.145
H -4.37886 2.71345 -3.76267  0.104
H -2.42028 1.37294 -4.39550  0.086
H -1.81837 -2.66211 -4.21723  0.013
H -0.44320 -2.15453 -5.04822  0.002
H -1.93894 -1.24024 -5.36958  0.058
H -0.10905 0.98645 -5.39889  0.050
H 1.13241 0.62872 -4.21467  -0.018
H -0.12903 1.85857 -3.77083  0.009

Atoms 1-2, force components in eV/Å:
-0.20 -0.43 -0.53
0.67 0.09 -1.44

Values from the calculation:
multiplicity: 1
highest occupied orbital energy: -10.17 eV
charge: +1

=====

Computed E_tot, in the same sequence as the records: -33384.8169, -42552.4541, -53571.9425, -210713.8348 eV.